Entry 1:
DFT (ωB97M-V/def2-TZVPD) results for a molecular structure, C35H40CdN4O6STe.

Properties
strongest force on any atom	0.42	eV/A
E_LUMO (spin up / spin down)	2.291 / 1.447	eV
relative energy (zero: lowest compared OMol25 entry of this formula, charge and spin)	73.0	kcal/mol
orbital gap (spin up / spin down)	6.55 / 5.70	eV
spin multiplicity	2
HOMO (spin up / spin down)	-4.264 / -4.256	eV
charge	-1
energy	-2862.1598	a.u.

Each line ends with the Löwdin charge.
Cartesian coordinates (Å):
Cd: -0.3098 1.1837 1.7473  1.4409
O: -2.6052 0.1747 1.7999  -0.1662
C: -2.6739 -0.4389 3.0880  -0.2284
C: -2.2430 0.5875 4.1177  -0.1664
N: -0.8054 0.9122 4.0513  -0.2271
C: -0.5697 2.2782 4.5445  -0.1126
C: -1.0601 3.3779 3.5739  -0.6791
O: -1.5430 4.3823 4.0701  0.0268
O: -0.8862 3.1650 2.3134  -0.1704
C: -0.0436 -0.0840 4.8029  -0.0964
C: 1.4879 -0.0846 4.7543  -0.2693
O: 2.0690 -0.3991 5.7605  0.1194
O: 1.9091 1.2983 2.7472  -0.1514
H: -2.3995 -0.4974 1.1249  -0.0288
H: -2.0481 -1.3355 3.1078  0.1022
H: -3.7088 -0.7222 3.3010  0.1200
H: -2.4976 0.2394 5.1274  0.1293
H: -2.8020 1.5067 3.9313  0.1325
H: 0.5051 2.4188 4.6780  0.1215
H: -1.0541 2.4381 5.5128  0.1291
H: -0.3271 -1.0815 4.4500  0.1315
H: -0.2855 -0.0214 5.8717  0.1343
C: 3.2772 0.6479 -1.1363  0.0030
C: 3.2220 2.0932 -0.7911  -0.2592
C: 2.9390 3.1167 -1.6509  0.0121
C: 2.8714 4.4164 -1.1150  -0.3127
N: 3.0902 4.7009 0.1523  0.1030
C: 3.3611 3.6937 1.0153  -0.8172
S: 3.6249 3.9624 2.6594  0.6045
N: 3.4360 2.4250 0.5006  0.1141
C: 2.4868 5.5623 -2.0022  -0.0277
H: 3.2142 0.5064 -2.2141  0.0854
H: 2.4306 0.1360 -0.6498  0.0646
H: 4.1980 0.2006 -0.7570  0.0933
H: 2.7562 2.9192 -2.6942  0.1096
H: 3.5519 1.6729 1.1738  0.1265
H: 2.9042 5.4484 -3.0028  0.0770
H: 2.8135 6.4987 -1.5578  0.0790
H: 1.3975 5.5883 -2.0962  0.0884
C: -5.1102 -4.6137 -5.0853  -0.0653
C: -4.1660 -3.9327 -4.1299  -0.2858
C: -4.3540 -2.6142 -3.7461  -0.0327
C: -3.4730 -1.9678 -2.8788  -0.2991
C: -3.7774 -0.5360 -2.5128  -0.0691
C: -2.3587 -2.6472 -2.3664  -0.3738
Te: -1.0240 -1.7313 -0.8365  1.5318
N: 0.5199 -0.4796 0.7438  -0.2590
C: 0.6439 -1.3170 1.7722  -0.7963
O: -0.0737 -2.3004 2.0724  -0.1271
C: 1.9079 -1.1517 2.6238  -0.0647
C: 2.2912 0.0854 3.4088  -0.3812
C: 3.7530 0.1456 3.7299  -0.0227
C: 4.5440 -0.9420 3.6805  -0.0919
C: 4.0250 -2.1904 3.2346  -0.0638
C: 2.7428 -2.2445 2.6915  -0.0441
C: -0.3257 -0.4463 -2.3968  -0.4303
C: 0.1390 -1.0987 -3.5428  -0.1356
C: 0.5945 -0.4009 -4.6477  -0.0973
C: 0.5817 0.9882 -4.6333  -0.1031
C: 0.1123 1.6429 -3.5095  -0.0790
C: -0.3280 0.9517 -2.3764  -0.3185
C: -0.8256 1.7644 -1.2114  -0.1015
C: -2.1712 -3.9872 -2.7441  -0.3178
C: -0.9967 -4.8025 -2.2516  -0.1000
C: -3.0644 -4.6045 -3.6163  -0.0366
H: -6.0312 -4.0415 -5.2035  0.0675
H: -5.3759 -5.6133 -4.7358  0.0721
H: -4.6611 -4.7250 -6.0755  0.0752
H: -5.2105 -2.0673 -4.1320  0.1070
H: -4.4475 -0.0858 -3.2475  0.0724
H: -2.8746 0.0697 -2.4612  0.0393
H: -4.2603 -0.4753 -1.5337  0.0823
H: 2.3503 2.0581 3.1828  -0.0117
H: 4.1347 1.1077 4.0538  0.1036
H: 5.5860 -0.8614 3.9650  0.1017
H: 4.6461 -3.0758 3.2573  0.0916
H: 2.3731 -3.1644 2.2547  0.1173
H: 0.1238 -2.1811 -3.5748  0.0820
H: 0.9386 -0.9404 -5.5219  0.0965
H: 0.9211 1.5532 -5.4932  0.0944
H: 0.0723 2.7270 -3.4981  0.1038
H: -1.2281 2.7225 -1.5446  0.0864
H: 0.0021 1.9890 -0.5298  0.0288
H: -1.6033 1.2317 -0.6591  0.0326
H: -0.8267 -4.6835 -1.1831  0.0419
H: -0.0694 -4.4966 -2.7448  0.0694
H: -1.1523 -5.8622 -2.4609  0.0663
H: -2.8970 -5.6416 -3.8958  0.1087

Entry 2:
DFT (ωB97M-V/def2-TZVPD) results for C9H11FN2O in the gas phase in a non-equilibrium geometry.

Properties
strongest force on any atom	9.14	eV/A
E_LUMO	0.583	eV
relative energy (zero: lowest compared OMol25 entry of this formula, charge and spin)	77.4	kcal/mol
orbital gap	9.85	eV
spin multiplicity	1
HOMO	-9.267	eV
SMILES string	NCCNC(=O)c1ccccc1F
charge	0
energy	-634.0386	a.u.

Each line ends with the Löwdin charge.
Cartesian coordinates (Å):
N: 0.9006 -1.0457 3.3431  -0.0458
C: 1.3054 -1.6284 2.1189  -0.3126
C: 0.2774 -1.1159 1.0433  -0.1448
N: 0.2785 -1.9413 -0.2837  0.1119
C: 0.3944 -1.1244 -1.4005  -0.4185
O: 0.7094 -1.3962 -2.5393  0.0874
C: -0.1513 0.2992 -1.2146  -0.1382
C: 0.6533 1.3096 -1.6644  0.0283
C: -0.0958 2.4472 -1.9629  -0.1500
C: -1.3004 2.6738 -1.6895  -0.1032
C: -1.9440 1.7315 -0.8489  0.0124
C: -1.3054 0.6351 -0.6978  -0.3680
F: -1.9306 -0.4082 -0.1548  0.0686
H: 0.0233 -1.2675 3.7343  0.0547
H: 1.0025 -0.0083 3.3871  0.0937
H: 1.1172 -2.8518 2.3065  0.1487
H: 2.4379 -1.7890 1.7432  0.1466
H: 0.6048 -0.0852 0.8108  0.1161
H: -0.7848 -1.1793 1.4194  0.1248
H: 0.5713 -2.8496 -0.4216  0.1000
H: 1.6805 1.1691 -2.0634  0.1443
H: 0.3676 3.0210 -2.7714  0.1258
H: -1.7872 3.6712 -1.8402  0.1370
H: -3.0245 1.7332 -0.3536  0.1810

Entry 3:
DFT (ωB97M-V/def2-TZVPD) results for a molecular structure, C22H16INO2PdS in a non-equilibrium geometry.

Properties
strongest force on any atom	2.06	eV/A
E_LUMO (spin up / spin down)	-9.322 / -9.322	eV
relative energy (zero: lowest compared OMol25 entry of this formula, charge and spin)	9.0	kcal/mol
orbital gap (spin up / spin down)	5.41 / 5.41	eV
spin multiplicity	1
HOMO (spin up / spin down)	-14.729 / -14.730	eV
charge	+2
energy	-1876.2117	a.u.

Each line ends with the Löwdin charge.
Cartesian coordinates (Å):
Pd: -1.5867 1.3834 0.5579  0.7132
I: -2.8166 3.7134 1.0146  1.2437
C: -1.0839 4.2934 2.0578  -0.5918
C: -1.0928 5.4012 2.8454  -0.0944
C: 0.1166 5.7989 3.4563  -0.0222
C: 1.2676 5.1052 3.2216  0.0180
C: 1.2818 3.9569 2.3910  -0.1344
C: 2.4687 3.2389 2.1082  0.0218
C: 2.4665 2.1475 1.2863  -0.0213
C: 1.2570 1.6697 0.7315  -0.0598
C: 0.1234 2.3375 1.0470  -0.1523
C: 0.0563 3.5161 1.8215  -0.2486
H: -1.9947 5.9813 2.9942  0.1190
H: 0.1213 6.6708 4.0961  0.1295
H: 2.1984 5.4287 3.6712  0.1359
H: 3.3985 3.5808 2.5465  0.1375
H: 3.3861 1.6269 1.0530  0.1296
H: 1.2665 0.8139 0.0724  0.0856
O: -0.8729 -0.0765 -0.8291  -0.6091
S: -0.2053 -1.4055 -0.3907  1.0511
C: -1.4368 -2.6586 -0.6304  -0.4062
C: -2.3683 -2.5305 -1.6532  -0.0576
C: -3.3129 -3.5331 -1.8046  -0.0390
C: -3.3162 -4.6284 -0.9458  -0.0342
C: -2.3772 -4.7368 0.0710  -0.0447
C: -1.4287 -3.7372 0.2450  -0.0827
C: 0.9500 -1.7463 -1.6953  -0.3914
C: 0.9881 -0.9463 -2.8240  -0.0630
C: 1.8979 -1.2706 -3.8220  -0.0424
C: 2.7416 -2.3615 -3.6712  -0.0379
C: 2.6921 -3.1421 -2.5211  -0.0418
C: 1.7954 -2.8316 -1.5119  -0.0706
H: -2.3476 -1.6766 -2.3192  0.1188
H: -4.0416 -3.4634 -2.6017  0.1221
H: -4.0646 -5.4006 -1.0668  0.1229
H: -2.3862 -5.5923 0.7339  0.1221
H: -0.6977 -3.8031 1.0446  0.1163
H: 0.3229 -0.0995 -2.9275  0.1114
H: 1.9427 -0.6681 -4.7197  0.1209
H: 3.4527 -2.6017 -4.4505  0.1219
H: 3.3575 -3.9878 -2.4067  0.1224
H: 1.7589 -3.4285 -0.6066  0.1187
O: -1.6443 -0.6136 2.3113  0.1902
N: -2.2336 0.2758 2.0196  0.0727

Entry 4:
DFT (ωB97M-V/def2-TZVPD) results for C18H33N3O3S in the gas phase in a non-equilibrium geometry.

Properties
strongest force on any atom	1.12	eV/A
E_LUMO	0.718	eV
relative energy (zero: lowest compared OMol25 entry of this formula, charge and spin)	0.0	kcal/mol
orbital gap	9.84	eV
spin multiplicity	1
HOMO	-9.124	eV
SMILES string	O=C(NC1CCCCCCC1)C1CCN(S(=O)(=O)N2CCCC2)CC1
charge	0
energy	-1493.8722	a.u.

Each line ends with the Löwdin charge.
Cartesian coordinates (Å):
O: -1.2369 1.1755 1.7555  0.0692
C: -1.3910 1.1310 0.5524  -0.4593
N: -2.5721 0.8123 -0.0181  0.0981
C: -3.7514 0.4310 0.7379  -0.3076
C: -3.9795 -1.0768 0.5789  -0.1343
C: -5.2916 -1.5615 1.2068  -0.1859
C: -6.2481 -2.2102 0.2048  -0.2089
C: -6.4819 -1.4352 -1.0955  -0.2152
C: -6.8127 0.0529 -0.9363  -0.1957
C: -5.6167 1.0155 -0.9983  -0.1904
C: -4.9325 1.3276 0.3378  -0.1477
C: -0.2923 1.4276 -0.4715  -0.2230
C: 0.1417 0.1336 -1.1766  -0.1210
C: 0.8580 -0.7867 -0.1890  -0.1796
N: 2.0101 -0.1369 0.3985  -0.2241
S: 3.3475 -0.0453 -0.5882  0.6403
O: 3.4376 -1.2897 -1.2955  -0.2614
O: 3.4004 1.1571 -1.3692  -0.2700
N: 4.5045 0.0972 0.6180  -0.2327
C: 5.8000 0.5278 0.1218  -0.1940
C: 6.4912 -0.7526 -0.3649  -0.1593
C: 5.8884 -1.8604 0.5158  -0.1585
C: 4.7411 -1.1719 1.2813  -0.1971
C: 1.6864 1.1050 1.0717  -0.1826
C: 0.9301 2.0869 0.1752  -0.1242
H: -2.6493 0.7942 -1.0224  0.1391
H: -3.5030 0.6456 1.7834  0.1476
H: -3.1292 -1.5848 1.0375  0.1169
H: -3.9603 -1.3262 -0.4816  0.1023
H: -5.0798 -2.2931 1.9885  0.1094
H: -5.7939 -0.7268 1.6920  0.0992
H: -7.2091 -2.3561 0.7039  0.1089
H: -5.8689 -3.1998 -0.0627  0.1101
H: -7.3164 -1.9229 -1.6055  0.1054
H: -5.6188 -1.5386 -1.7561  0.0984
H: -7.3656 0.2109 -0.0093  0.1125
H: -7.4828 0.3254 -1.7554  0.1043
H: -4.8878 0.6408 -1.7197  0.1043
H: -5.9895 1.9635 -1.3938  0.1061
H: -5.6811 1.3168 1.1303  0.1064
H: -4.5379 2.3463 0.2993  0.1157
H: -0.7128 2.1157 -1.2151  0.1475
H: -0.7149 -0.3876 -1.6093  0.1130
H: 0.8414 0.3834 -1.9776  0.1186
H: 1.2232 -1.6824 -0.6930  0.1149
H: 0.1867 -1.0728 0.6268  0.1338
H: 5.6467 1.2675 -0.6611  0.1101
H: 6.3446 0.9819 0.9549  0.1258
H: 6.2351 -0.9253 -1.4092  0.1059
H: 7.5738 -0.6877 -0.2722  0.1058
H: 6.6219 -2.2725 1.2075  0.1037
H: 5.4970 -2.6656 -0.1016  0.1016
H: 3.8149 -1.7425 1.2694  0.1097
H: 5.0229 -0.9629 2.3168  0.1228
H: 2.6333 1.5370 1.3960  0.1164
H: 1.0760 0.8601 1.9442  0.1212
H: 0.6135 2.9399 0.7767  0.1242
H: 1.6020 2.4310 -0.6120  0.1035

Entry 5:
DFT (ωB97M-V/def2-TZVPD) results for C8H13N in the gas phase in a non-equilibrium geometry.

Properties
strongest force on any atom	7.82	eV/A
E_LUMO	0.968	eV
relative energy (zero: lowest compared OMol25 entry of this formula, charge and spin)	158.5	kcal/mol
orbital gap	9.24	eV
spin multiplicity	1
HOMO	-8.276	eV
SMILES string	C[C@@H]1C=CCN2[C@@H]1[C@@H]2C
charge	0
energy	-367.1245	a.u.

Each line ends with the Löwdin charge.
Cartesian coordinates (Å):
C: -1.4921 -1.3780 -1.5298  -0.0446
C: -1.1077 -0.2008 -0.5713  -0.3231
C: -0.4199 0.9418 -1.2826  -0.0700
C: 0.2192 1.9479 -0.6378  -0.0698
C: 0.6375 2.1050 0.8661  -0.2569
N: 0.4645 0.9175 1.3985  -0.0423
C: -0.4713 -0.0994 0.7641  -0.2034
C: 0.9695 -0.2456 0.7980  -0.3274
C: 1.4094 -1.6651 1.4160  -0.0672
H: -1.9490 -0.7902 -2.4027  0.0874
H: -0.7371 -2.2514 -2.0028  0.1346
H: -2.2038 -2.0767 -1.2582  0.0145
H: -2.0085 0.2108 -0.2563  0.1158
H: -0.9110 0.9241 -2.2277  0.0847
H: 0.3814 2.9622 -1.0327  0.0898
H: 1.6343 2.8133 0.7238  0.1641
H: -0.0867 2.8437 1.4824  0.1539
H: -1.0140 -0.6335 1.5079  0.1373
H: 1.7714 -0.3177 -0.1510  0.2033
H: 0.9920 -2.2577 2.2497  0.0599
H: 1.4304 -2.2998 0.4407  0.0911
H: 2.4915 -1.4504 1.7057  0.0684

Entry 6:
DFT (ωB97M-V/def2-TZVPD) results for 2 unconnected molecules or ions with the total composition C3H10N4 in a non-equilibrium geometry.

Properties
strongest force on any atom	3.87	eV/A
E_LUMO	-7.364	eV
relative energy (zero: lowest compared OMol25 entry of this formula, charge and spin)	119.0	kcal/mol
orbital gap	10.87	eV
spin multiplicity	1
HOMO	-18.234	eV
charge	+2
energy	-338.5253	a.u.

Each line ends with the Löwdin charge.
Cartesian coordinates (Å):
C: -0.3878 1.7409 0.7710  0.1160
C: 0.4086 -1.0443 -0.0645  -0.0234
C: -0.2737 2.8152 1.4371  -0.0663
N: 1.6165 -1.3085 -0.4145  0.2058
N: -0.1348 3.8740 2.1131  0.2276
N: -0.6078 -1.8461 -0.8641  -0.0358
N: -0.1815 -2.6493 -2.0209  0.0980
H: -0.0739 0.7554 0.8396  -0.0124
H: -1.1461 1.7573 -0.0813  0.1497
H: 2.3570 -1.0056 0.1634  0.1326
H: 1.8339 -1.8574 -1.1749  0.0926
H: -0.8257 3.9909 2.9758  0.2430
H: 0.7109 4.4869 1.8457  0.2162
H: -1.1312 -2.1778 0.0246  0.2232
H: -1.1282 -1.1045 -1.2727  0.1439
H: -1.0752 -2.7855 -2.5570  0.1401
H: 0.0391 -3.6419 -1.7203  0.1491

Entry 7:
DFT (ωB97M-V/def2-TZVPD) results for C19H21ClN2O3S in the gas phase.

Properties
strongest force on any atom	0.84	eV/A
E_LUMO	0.252	eV
relative energy (zero: lowest compared OMol25 entry of this formula, charge and spin)	17.1	kcal/mol
orbital gap	9.23	eV
spin multiplicity	1
HOMO	-8.976	eV
SMILES string	Cc1ccc(C)c(NS(=O)(=O)c2cc(C(=O)N3CCCC3)ccc2Cl)c1
charge	0
energy	-1930.2442	a.u.

Each line ends with the Löwdin charge.
Cartesian coordinates (Å):
C: -0.0906 0.1648 3.3793  -0.0404
C: -0.4656 -1.1212 2.7083  -0.2770
C: -1.0769 -2.1520 3.4075  -0.0431
C: -1.4048 -3.3370 2.7734  -0.0391
C: -1.1596 -3.5287 1.4212  -0.2304
C: -1.5563 -4.7954 0.7267  -0.0328
C: -0.5494 -2.4883 0.7165  -0.2923
N: -0.2961 -2.5605 -0.6764  -0.0488
S: -1.5339 -1.9724 -1.6672  0.6642
O: -0.9964 -1.9741 -2.9925  -0.2851
O: -2.7541 -2.6916 -1.4460  -0.3222
C: -1.6459 -0.2787 -1.0897  -0.2825
C: -0.7925 0.6154 -1.7068  -0.0085
C: -0.7314 1.9349 -1.2808  -0.1184
C: 0.1643 2.9341 -1.9589  -0.4328
O: -0.2863 3.9073 -2.5335  0.0826
N: 1.4815 2.6724 -1.8842  -0.0399
C: 2.1143 1.6642 -1.0503  -0.1448
C: 3.6132 1.9204 -1.2255  -0.1592
C: 3.6799 3.4111 -1.5532  -0.1624
C: 2.4554 3.5983 -2.4403  -0.1344
C: -1.5725 2.3503 -0.2523  0.0101
C: -2.4315 1.4592 0.3631  -0.0735
C: -2.4635 0.1298 -0.0469  -0.6271
Cl: -3.5002 -0.9784 0.7447  0.8176
C: -0.1942 -1.3121 1.3611  -0.0142
H: -0.6894 0.3230 4.2724  0.0778
H: -0.2342 1.0052 2.7030  0.0680
H: 0.9589 0.1421 3.6741  0.0845
H: -1.3016 -2.0281 4.4566  0.1117
H: -1.8822 -4.1259 3.3364  0.1117
H: -2.0597 -5.4668 1.4172  0.0810
H: -0.6814 -5.3089 0.3241  0.0861
H: -2.2314 -4.5696 -0.0988  0.0686
H: -0.0713 -3.4949 -0.9940  0.1121
H: -0.2024 0.2512 -2.5333  0.1275
H: 1.8364 0.6544 -1.3595  0.1139
H: 1.8103 1.8001 -0.0050  0.1267
H: 4.1798 1.6552 -0.3356  0.1106
H: 3.9937 1.3402 -2.0663  0.1146
H: 4.6031 3.6913 -2.0545  0.1107
H: 3.5802 4.0029 -0.6426  0.1150
H: 2.0439 4.6087 -2.4294  0.1233
H: 2.6726 3.3238 -3.4784  0.1317
H: -1.5507 3.3834 0.0605  0.1284
H: -3.0786 1.7776 1.1643  0.1120
H: 0.2969 -0.5368 0.7917  0.1185

Entry 8:
DFT (ωB97M-V/def2-TZVPD) results for C3H4O2 in the gas phase in a non-equilibrium geometry.

Properties
strongest force on any atom	3.57	eV/A
E_LUMO	0.933	eV
relative energy (zero: lowest compared OMol25 entry of this formula, charge and spin)	106.2	kcal/mol
orbital gap	9.68	eV
spin multiplicity	1
HOMO	-8.745	eV
SMILES string	C[C@]12O[C@H]1O2
charge	0
energy	-267.0235	a.u.

Each line ends with the Löwdin charge.
Cartesian coordinates (Å):
C: -0.3737 0.2008 -1.1868  0.0330
C: -0.1792 -0.0134 0.3161  -0.3265
O: 0.0623 0.9450 1.3468  0.0799
C: 0.6537 -0.3187 1.4089  -0.2198
O: -0.4744 -1.1495 1.2258  0.0561
H: -1.0720 0.9488 -1.3705  0.0476
H: -0.8640 -0.5930 -1.7387  0.0864
H: 0.6322 0.5964 -1.5466  0.1167
H: 1.6153 -0.6164 1.5450  0.1266